1.
71
Properties=species:S:1:pos:R:3:forces:R:3:mulliken_charge:R:1 method="wB97M-V/def2-TZVPD" total_charge=+3 de_lowest_kcal_mol=25.1
In 0.19238 -0.70653 0.18265 -0.7 -0.1 0.5 0.947
P -1.73941 -0.82788 2.21751 -0.6 -0.4 1.6 0.666
P 1.43417 -2.96017 -0.24190 0.4 -1.0 0.5 0.732
P -2.15448 -1.03938 -1.35464 -0.4 0.5 -0.7 0.735
H 0.18169 3.40961 -0.38803 -0.3 0.0 0.1 0.402
C -0.89208 3.46193 -0.58509 -0.8 -0.2 -0.1 -0.350
C -1.77034 3.76947 0.37741 0.6 -0.1 -0.1 -1.012
H -1.42793 3.91885 1.40433 -0.1 0.1 -0.3 0.280
C -1.13460 -0.18815 3.82915 0.3 0.2 -0.1 -1.202
C -2.14028 -2.57957 2.63526 0.2 -0.1 -0.3 -1.197
C -3.39627 -0.02371 2.15063 -0.1 0.3 -0.5 -1.295
C 2.50747 -3.24251 -1.70130 -0.2 0.3 0.0 -1.202
C 2.49464 -3.38535 1.20232 -0.1 0.4 0.0 -1.202
C 0.19899 -4.32215 -0.30673 -0.1 0.5 0.0 -1.112
C -3.25805 0.44802 -1.37262 0.3 0.1 0.4 -0.757
C -3.23252 -2.40912 -0.77654 0.3 -0.1 0.3 -1.138
C -1.93358 -1.44212 -3.12782 0.3 0.0 -0.1 -1.147
H -1.19832 3.28054 -1.64009 0.0 0.3 1.0 0.280
H -2.82550 3.94803 0.19087 0.1 -0.2 -0.1 0.321
H -0.76004 0.82830 3.66921 0.0 -0.1 0.1 0.347
H -0.32474 -0.81759 4.21591 -0.1 0.1 -0.1 0.335
H -1.91415 -0.13756 4.60480 0.1 -0.2 -0.5 0.506
H -1.20283 -3.12024 2.81450 -0.2 0.0 0.0 0.332
H -2.66749 -3.07692 1.81202 0.1 0.1 0.2 0.290
H -2.75904 -2.66525 3.54173 0.2 0.3 -0.3 0.451
H -3.26729 1.04959 1.97499 0.0 -0.1 0.0 0.351
H -3.96551 -0.13569 3.08779 0.6 -0.2 -0.1 0.502
H -4.03082 -0.42229 1.35407 0.2 0.0 0.1 0.364
H 3.02659 -4.21611 -1.55675 -0.3 0.6 -0.1 0.448
H 3.23631 -2.42355 -1.79836 -0.1 -0.4 0.0 0.397
H 1.89296 -3.28024 -2.61475 0.2 0.0 0.3 0.369
H 2.93976 -4.37934 1.02468 -0.2 0.4 0.1 0.484
H 1.90723 -3.39727 2.13699 0.2 -0.1 -0.4 0.295
H 3.29699 -2.63569 1.31817 -0.2 -0.4 -0.1 0.370
H 0.77599 -5.26178 -0.29866 -0.4 0.2 0.0 0.529
H -0.39287 -4.24369 -1.23720 0.3 -0.1 0.4 0.318
H -0.48809 -4.27574 0.55958 0.4 -0.1 -0.4 0.265
H -3.93693 0.44240 -2.23052 0.2 -0.2 0.0 0.476
H -2.66591 1.37046 -1.40015 -0.1 -0.2 -0.1 -0.079
H -3.86809 0.48248 -0.46287 0.2 0.0 -0.2 0.286
H -3.97926 -2.61854 -1.55375 0.2 0.1 0.2 0.485
H -3.75143 -2.14800 0.15827 0.2 -0.1 -0.4 0.364
H -2.61937 -3.31121 -0.60980 -0.4 0.3 -0.1 0.249
H -2.92202 -1.43916 -3.61746 0.3 0.0 0.2 0.479
H -1.49128 -2.44471 -3.23357 -0.1 0.3 0.0 0.341
H -1.27120 -0.70372 -3.61038 -0.4 -0.4 0.2 0.303
C 1.09185 2.40457 -3.49538 0.5 0.4 -0.2 0.817
C 0.77360 3.74216 -3.25916 0.1 0.1 0.0 0.151
C 1.09058 4.71613 -4.23751 0.2 -0.9 -0.2 -0.797
C 1.74211 4.32777 -5.41679 0.0 -0.3 0.2 -0.464
C 2.10276 2.97668 -5.61568 -0.5 0.9 0.4 -0.719
C 1.75755 2.02379 -4.65856 0.1 -0.4 0.2 -0.750
Se 0.73913 0.73401 -2.23955 -0.2 1.5 -0.3 0.046
H 0.14430 1.38534 -0.98986 0.2 0.1 -0.9 0.006
H 0.30052 4.08647 -2.35155 0.3 0.0 -0.3 0.458
H 0.83624 5.76811 -4.05871 0.1 -0.6 0.0 0.408
H 1.98573 5.08079 -6.17689 -0.1 -0.4 0.4 0.390
H 2.65728 2.68835 -6.50761 -0.2 0.0 0.2 0.400
H 2.02610 0.98787 -4.82730 0.1 0.0 0.0 0.322
C 3.02915 2.37174 3.16663 0.1 0.4 0.0 -0.864
N 2.68513 0.98657 3.49459 -0.4 -0.9 -0.9 0.180
C 3.26212 0.46273 4.73352 0.2 -0.1 0.4 -0.884
C 2.01439 0.19246 2.66271 0.6 1.3 0.5 0.340
O 1.60510 0.57256 1.51362 -0.7 -0.9 -0.2 -0.834
H 4.11373 2.46558 3.00390 -0.4 -0.2 -0.1 0.360
H 2.79840 3.01013 4.03072 -0.1 -0.2 -0.3 0.331
H 2.47363 2.70118 2.28369 0.2 -0.1 0.3 0.221
H 2.92708 -0.56557 4.87216 0.1 0.1 0.1 0.284
H 4.36133 0.49656 4.70659 -0.3 -0.1 -0.3 0.361
H 2.96483 1.07464 5.59174 -0.2 -0.1 -0.2 0.339
H 1.81398 -0.81942 3.03078 0.2 0.1 0.0 0.292

***

2.
42
Properties=species:S:1:pos:R:3:forces:R:3:mulliken_charge:R:1 method="wB97M-V/def2-TZVPD" total_charge=0 smiles=COCCNCCOC.CCO.CCO de_lowest_kcal_mol=23.6
C -1.25525 3.29993 -1.88555 -0.4 0.2 0.0 -0.331
O -1.48349 2.28798 -2.83278 -0.3 -0.2 -0.5 -0.376
C -0.88716 1.03193 -2.57502 -0.2 0.1 0.4 -0.357
C -1.74624 0.13467 -1.67493 -0.9 0.1 -0.4 -0.100
N -1.15039 -1.16887 -1.52355 0.6 0.1 -0.3 -0.328
C -0.06912 -1.25914 -0.55462 -0.8 0.9 -0.1 0.317
C 0.32120 -2.70334 -0.39733 0.0 0.0 1.0 -0.336
O -0.72742 -3.30581 0.35644 -0.3 -0.4 -0.3 -0.331
C -0.39937 -4.60555 0.80767 0.0 0.6 1.0 -0.758
H -1.83004 4.16009 -2.23361 0.1 0.0 0.0 0.292
H -0.20604 3.61291 -1.82608 0.1 -0.3 0.1 0.284
H -1.63875 3.03831 -0.89518 0.2 -0.1 0.0 -0.062
H 0.11059 1.23619 -2.17183 0.1 -0.4 0.0 0.215
H -0.82830 0.47769 -3.51075 0.3 0.3 -0.2 0.271
H -2.70035 -0.01140 -2.19256 0.1 0.1 -0.2 0.373
H -2.06897 0.66469 -0.76678 0.6 -0.2 0.4 -0.234
H -1.78780 -1.94383 -1.44805 -0.3 0.2 0.2 0.315
H -0.39653 -0.81309 0.39801 0.1 -0.6 0.3 0.046
H 0.70866 -0.54312 -0.83694 0.4 -0.6 -0.3 -0.175
H 1.23138 -2.80100 0.20174 0.2 0.0 -0.1 0.045
H 0.46908 -3.24895 -1.33049 0.0 0.2 -0.3 0.374
H -0.44618 -5.38630 0.04744 0.3 0.1 -0.2 0.274
H -1.08812 -4.88404 1.60820 -0.3 0.1 -0.2 0.253
H 0.56621 -4.50666 1.32291 0.2 -0.6 -0.4 0.315
C -2.02825 2.42935 1.89319 -1.0 0.6 0.0 -1.025
C -1.13042 1.55472 2.72374 0.7 0.2 -0.4 -0.279
O 0.02701 1.24545 1.92043 -0.4 -0.3 0.0 -0.357
H -1.48685 3.27367 1.46993 0.1 -0.1 -0.1 0.225
H -2.87828 2.85496 2.44007 0.4 0.0 0.5 0.443
H -2.58935 1.89691 1.12110 0.7 -0.3 -0.3 0.102
H -1.68348 0.66234 3.02799 0.2 -0.1 0.1 0.286
H -0.70228 2.07472 3.58379 -0.7 0.1 0.3 0.354
H 0.66965 0.81275 2.49274 0.1 -0.1 -0.2 0.242
C 3.31331 1.05042 0.26167 -1.2 0.0 -0.4 -0.917
C 3.39866 -0.46732 0.19129 0.3 0.5 -0.5 -0.041
O 2.82416 -0.99383 1.37614 0.3 0.2 0.4 -0.535
H 3.53328 1.56970 -0.67314 0.4 -0.4 -0.1 0.340
H 3.91812 1.48224 1.05489 0.0 -0.1 0.1 0.327
H 2.25472 1.28844 0.41661 0.1 0.2 0.4 0.065
H 4.45654 -0.71801 0.03861 -0.1 -0.5 0.3 0.327
H 2.83421 -0.87516 -0.65291 0.2 0.3 -0.2 0.192
H 2.57162 -1.90462 1.22749 0.1 -0.2 0.0 0.264

***

3.
85
Properties=species:S:1:pos:R:3:forces:R:3:mulliken_charge:R:1 method="wB97M-V/def2-TZVPD" total_charge=-1 de_lowest_kcal_mol=7.8
Pd 0.51662 1.34093 -1.01003 -0.1 0.9 0.0 0.012
O 0.58031 -2.90122 -0.88989 0.0 0.0 -0.1 -0.798
C 0.81510 -1.68802 -0.75807 -0.1 0.0 -0.1 0.208
O 1.24098 -0.87473 -1.61363 0.1 -0.1 0.0 -0.718
C 0.53626 -1.09814 0.63310 0.1 -0.2 0.1 1.102
C -0.31842 -1.79801 1.52904 0.0 0.0 -0.1 -0.640
C -0.54118 -1.28864 2.76515 0.0 0.1 0.1 -0.719
C 0.11045 -0.08692 3.14939 -0.1 -0.1 0.1 1.154
C -0.04436 0.50247 4.42797 0.0 -0.1 0.0 -0.780
C 0.62286 1.64940 4.74866 0.1 0.1 -0.1 -0.535
C 1.47321 2.26351 3.79623 -0.1 0.0 0.2 -0.618
C 1.63551 1.71425 2.55827 0.0 0.0 -0.1 0.002
C 0.95453 0.52556 2.20509 0.1 0.1 -0.1 -0.186
N 1.14439 0.01678 0.94895 -0.1 -0.1 0.3 -0.665
H -0.75559 -2.72478 1.18609 0.0 0.0 0.0 0.498
H -1.19628 -1.78844 3.47183 0.0 0.0 0.0 0.365
H -0.70082 0.02491 5.14748 0.0 0.0 0.0 0.350
H 0.49729 2.09718 5.72698 0.0 0.0 0.0 0.372
H 1.98865 3.18122 4.05157 0.0 0.0 0.0 0.396
H 2.26509 2.17575 1.80774 0.0 0.0 0.0 0.252
C -1.83722 4.25568 -3.49960 0.0 0.0 0.0 -1.279
C -0.40435 4.36302 -3.02503 0.0 0.0 0.1 0.393
O -0.37916 4.59654 -1.61692 -0.1 -0.1 0.0 -0.498
P 0.43831 3.49825 -0.70061 0.3 -0.6 -0.1 1.030
O 0.01581 4.12123 0.73881 -0.1 0.0 0.0 -0.213
C -0.17701 5.50387 1.04344 0.1 -0.1 -0.1 -0.280
C 1.13233 6.23322 1.28128 0.0 0.0 0.0 -0.902
O 1.92852 4.19162 -0.89338 -0.4 0.4 0.1 -0.409
C 3.04926 3.37665 -1.15687 0.2 -0.1 0.0 -0.391
C 3.13026 2.99434 -2.61957 0.2 -0.1 -0.1 -0.688
H -1.86426 4.00173 -4.56222 0.0 0.0 0.0 0.359
H -2.37403 5.19346 -3.34106 0.0 0.0 0.0 0.462
H -2.34251 3.46109 -2.94836 0.0 0.0 0.0 0.168
H 0.11752 5.19265 -3.50904 0.0 0.0 0.0 0.270
H 0.13762 3.44246 -3.26019 0.0 0.0 0.0 -0.351
H -0.78378 5.51194 1.94918 0.0 0.0 0.0 0.295
H -0.74484 5.97751 0.24297 0.0 0.0 0.0 0.238
H 1.75591 5.67063 1.97858 0.0 0.0 0.0 0.167
H 0.93114 7.22117 1.70546 0.0 0.0 0.0 0.430
H 1.68734 6.34860 0.35264 0.0 0.0 0.0 0.199
H 3.01043 2.47720 -0.53633 0.1 -0.1 0.0 0.166
H 3.91881 3.96924 -0.86627 0.1 0.0 0.0 0.337
H 2.41484 2.20360 -2.85116 0.0 0.0 0.0 -0.161
H 4.13655 2.63499 -2.85401 0.0 0.0 0.0 0.445
H 2.91145 3.86037 -3.24828 0.1 0.0 0.0 0.288
C 1.87738 0.50692 -6.67718 0.0 0.0 0.0 -1.084
C 0.93631 -0.68686 -6.81396 0.0 0.1 0.0 0.038
C 1.43422 -1.91380 -6.04792 0.0 0.1 0.0 -0.782
C 1.17872 -1.82322 -4.54812 -0.2 -0.1 0.0 -1.162
N -0.23907 -1.95002 -4.22554 0.3 -0.1 0.0 1.147
C -1.03570 -0.94824 -3.75926 0.0 -0.2 -0.1 -0.645
Se -0.62861 0.82174 -3.62555 -0.1 0.0 -0.1 -0.402
N -2.22078 -1.53395 -3.40557 -0.1 0.0 0.2 0.980
C -3.29472 -0.88086 -2.68107 0.0 0.0 0.0 -1.323
C -4.51419 -0.61357 -3.54851 0.0 0.0 0.0 -0.662
C -4.30261 0.46966 -4.59727 0.0 0.0 0.0 0.555
C -5.55073 0.68410 -5.44652 0.0 0.0 0.0 -1.503
C -2.16589 -2.89958 -3.63259 -0.1 0.1 0.0 0.645
C -3.09681 -3.90421 -3.43911 0.0 0.0 0.1 -0.877
C -2.72158 -5.19593 -3.79241 0.1 0.0 0.0 -0.748
C -1.45275 -5.46221 -4.30878 0.0 0.1 0.0 -0.834
C -0.51965 -4.44716 -4.49079 0.0 -0.1 0.0 -0.767
C -0.90395 -3.16394 -4.15161 0.2 0.2 -0.1 0.425
H 1.45936 1.39721 -7.15097 0.0 0.0 0.0 0.334
H 2.84464 0.29715 -7.14311 0.0 0.0 0.0 0.382
H 2.04639 0.75072 -5.62594 0.0 0.0 0.0 0.083
H 0.81163 -0.94157 -7.87034 0.0 0.0 0.0 0.412
H -0.05012 -0.40253 -6.43405 0.0 0.0 0.0 -0.061
H 2.51501 -2.02721 -6.19003 0.0 0.0 -0.1 0.478
H 0.96358 -2.81695 -6.44794 0.0 0.0 0.0 0.349
H 1.50503 -0.87907 -4.12478 0.0 0.1 0.0 0.099
H 1.70140 -2.60419 -3.99634 0.0 0.0 0.0 0.512
H -2.88659 0.04705 -2.28173 0.0 0.0 0.0 0.368
H -3.56356 -1.52673 -1.84210 0.0 0.0 0.0 0.505
H -5.33379 -0.32346 -2.88174 0.0 0.0 0.0 0.455
H -4.81608 -1.54490 -4.04115 0.0 0.0 0.0 0.304
H -3.45180 0.20506 -5.23218 0.0 0.0 0.0 0.039
H -4.02055 1.40198 -4.09866 0.0 0.0 0.0 -0.071
H -5.82168 -0.22567 -5.98910 0.0 0.0 0.0 0.333
H -5.39683 1.47644 -6.18096 0.0 0.0 0.0 0.400
H -6.40569 0.96754 -4.82651 0.0 0.0 0.0 0.338
H -4.07269 -3.69771 -3.01919 0.0 0.0 0.0 0.396
H -3.42452 -6.00783 -3.65756 0.0 0.0 0.0 0.390
H -1.18724 -6.47809 -4.57057 0.0 0.0 0.0 0.391
H 0.47418 -4.65571 -4.86313 0.0 0.0 0.0 0.434

***

4.
48
Properties=species:S:1:pos:R:3:forces:R:3:mulliken_charge:R:1 method="wB97M-V/def2-TZVPD" total_charge=0 smiles=Fc1ccccc1.Fc1ccccc1.Fc1ccccc1.Fc1ccccc1 de_lowest_kcal_mol=19.8
F -16.21252 -16.41701 17.58836 0.3 -0.2 0.6 -0.307
C -16.68212 -16.29296 16.34834 -0.8 -0.9 -0.3 0.274
C -16.59171 -15.09214 15.72689 -0.5 1.5 -1.6 -0.435
C -17.13009 -14.94365 14.42725 -0.1 -1.3 -0.1 0.011
C -17.77021 -16.03842 13.78061 0.1 1.0 1.1 -0.521
C -17.88330 -17.23958 14.45390 1.0 0.3 1.2 -0.398
C -17.31892 -17.35567 15.75017 -0.5 -0.9 -1.2 -0.391
H -16.18867 -14.25951 16.28430 0.2 0.1 -0.2 0.403
H -17.04182 -14.03476 13.85060 0.0 0.3 0.3 0.202
H -18.30883 -15.90515 12.85406 0.4 0.1 -0.3 0.410
H -18.34983 -18.09741 13.99249 -0.1 0.0 0.1 0.371
H -17.38008 -18.32516 16.22213 0.1 0.1 0.3 0.373
F -12.77820 -8.24726 12.05988 0.3 -0.8 -0.4 -0.324
C -11.82596 -9.22851 12.13626 0.1 0.1 1.2 0.390
C -11.56343 -10.09003 11.07686 -0.8 1.2 -0.2 -0.204
C -10.60512 -11.06012 11.20201 0.7 0.1 0.1 -0.559
C -9.83688 -11.11383 12.35462 0.6 0.2 0.6 -0.258
C -10.01215 -10.19187 13.38935 -2.4 -0.3 0.0 -0.583
C -11.15155 -9.33745 13.35089 1.5 -0.5 -0.8 -0.346
H -12.10698 -9.94731 10.15459 0.0 0.0 -0.1 0.509
H -10.36396 -11.68340 10.35362 -0.2 -0.2 0.1 0.366
H -9.09431 -11.88852 12.47658 0.2 0.0 -0.2 0.354
H -9.50272 -10.25854 14.33932 0.4 -0.1 -0.2 0.336
H -11.41341 -8.77421 14.23440 -0.1 0.3 -0.2 0.388
F -18.26285 -13.11089 11.55836 0.2 -0.2 -0.1 -0.384
C -17.12374 -12.38700 11.43429 -0.8 0.6 1.1 0.132
C -16.94103 -11.33151 12.32075 -0.5 -0.4 -0.2 -0.225
C -15.82999 -10.53532 12.16984 -0.5 0.3 0.3 -0.612
C -14.94456 -10.79232 11.15263 1.3 0.4 -0.3 -0.078
C -15.11712 -11.87081 10.32203 0.2 0.1 -0.3 -0.396
C -16.21351 -12.67279 10.46691 -0.1 -1.3 -0.6 -0.443
H -17.66728 -11.11504 13.09022 -0.1 -0.1 0.0 0.647
H -15.74558 -9.69127 12.83831 0.4 0.1 0.0 0.445
H -14.04789 -10.20640 11.01450 -0.3 0.2 0.2 0.053
H -14.44568 -12.12417 9.51496 0.3 0.2 0.1 0.379
H -16.27527 -13.56246 9.85776 -0.5 0.0 -0.1 0.417
F -19.27182 -8.80234 14.62281 0.2 1.5 -1.2 -0.309
C -19.00603 -7.81250 13.68155 0.1 0.0 -1.2 0.407
C -19.02854 -8.12735 12.29125 -0.2 -0.3 2.5 -0.441
C -18.65756 -7.16171 11.39652 0.1 0.8 -1.2 -0.224
C -18.26066 -5.88287 11.75181 0.1 -0.2 2.1 -0.579
C -18.22762 -5.58787 13.15099 -0.4 0.5 -2.7 -0.267
C -18.66739 -6.49336 14.07006 0.1 -2.0 1.0 -0.518
H -19.31813 -9.09017 11.89688 0.0 -0.2 0.4 0.448
H -18.71711 -7.44572 10.35624 0.1 0.1 -0.2 0.349
H -17.97057 -5.11071 11.05466 0.0 -0.2 -0.2 0.389
H -17.94185 -4.57964 13.41218 0.1 0.0 0.4 0.366
H -18.61469 -6.24294 15.11931 -0.2 -0.1 0.1 0.385

***

no.,HOMO level (eV),Kohn-Sham gap (hartree),E_tot (eV)
1,-16.1,0.2189,-123351.9038
2,-8.4,0.3340,-20485.5414
3,-3.0,0.2078,-125673.4421
4,-9.2,0.3632,-36081.2309